No. 1
Computed, not measured: an isolated ion of composition C4H5O2S and charge -1 at a distorted geometry, with wB97M-V/def2-TZVPD.

```
! RIJCOSX wB97M-V def2-TZVPD def2/J DEFGRID3
* xyz -1 1
C -1.024 1.667 0.865
C -1.231 2.853 1.172
C 0.595 0.337 -0.445
C -0.811 0.338 0.219
O -0.341 4.507 -0.747
O 0.167 5.244 1.587
S -0.866 4.735 0.637
H 0.688 -0.687 -0.953
H 1.327 0.500 0.328
H 0.431 1.142 -1.304
H -1.101 -0.498 1.004
H -1.565 0.275 -0.510
*
```

The energy above the lowest of the compared OMol25 structures with the same formula, charge and spin is 74.6 kcal per mole. The value obtained for the strongest force on any atom is 3.4 eV Å⁻¹. The lowest unoccupied orbital energy is 3.746 eV. Its total energy is -704.0181 hartree. The value obtained for the HOMO energy is -0.138 Ha.

These are the Mulliken partial charges, in e, on atoms 1 to 5:
1 C 0.106
2 C -0.444
3 C -0.840
4 C -0.388
5 O -0.579

---

No. 2
Computed, not measured: a 2-piece molecular cluster, C6H14 overall at a distorted geometry, with wB97M-V/def2-TZVPD.

```
! RIJCOSX wB97M-V def2-TZVPD def2/J DEFGRID3
* xyz 0 1
C -0.995 -1.325 -2.314
C -1.058 -0.562 -0.991
C 0.272 -0.584 -0.236
C 0.300 -0.055 1.134
C 1.584 0.045 1.832
C -0.216 1.944 0.925
H -0.222 -0.907 -2.971
H -1.951 -1.284 -2.850
H -0.748 -2.381 -2.146
H -1.351 0.478 -1.189
H -1.844 -0.987 -0.352
H 1.066 -0.119 -0.847
H 0.583 -1.632 -0.096
H -0.640 0.532 1.544
H 1.543 0.589 2.780
H 1.883 -0.986 2.057
H 2.369 0.482 1.197
H -0.009 2.498 1.845
H 0.530 2.179 0.172
H -1.212 2.206 0.545
*
```

The energy above the lowest of the compared OMol25 structures with the same formula, charge and spin is 81.4 kcal per mole. The value obtained for the strongest force on any atom is 5.7 eV Å⁻¹. The lowest unoccupied orbital energy is 1.228 eV. Its total energy is -236.8817 hartree. The value obtained for the HOMO energy is -0.287 Ha.

These are the Mulliken partial charges, in e, on atoms 1 to 5:
1 C -1.302
2 C -0.242
3 C -0.450
4 C 0.186
5 C -1.435

---

No. 3
Computed, not measured: a 2-piece molecular cluster, C6H16O2 overall at a distorted geometry, with wB97M-V/def2-TZVPD.

```
! RIJCOSX wB97M-V def2-TZVPD def2/J DEFGRID3
* xyz 0 1
C -3.625 13.700 0.040
C -3.368 13.552 -1.421
O -3.704 12.191 -1.708
C -3.889 11.969 -3.114
H -3.608 14.772 0.301
H -2.829 13.188 0.606
H -4.599 13.280 0.344
H -2.301 13.807 -1.563
H -3.968 14.266 -2.017
H -3.030 12.074 -3.798
H -4.715 12.598 -3.488
H -4.218 10.916 -3.121
C -8.348 14.425 -6.259
C -6.975 14.550 -5.541
O -7.215 15.569 -4.569
C -6.138 15.740 -3.548
H -9.176 14.357 -5.534
H -8.380 13.539 -6.915
H -8.495 15.326 -6.877
H -6.239 14.822 -6.322
H -6.554 13.708 -4.960
H -5.900 14.799 -3.025
H -6.509 16.469 -2.808
H -5.212 16.137 -3.998
*
```

The energy above the lowest of the compared OMol25 structures with the same formula, charge and spin is 42.4 kcal per mole. The value obtained for the strongest force on any atom is 2.4 eV Å⁻¹. The lowest unoccupied orbital energy is 0.919 eV. Its total energy is -388.6132 hartree. The value obtained for the HOMO energy is -0.361 Ha. As for the SMILES: CCOC.CCOC.

These are the Mulliken partial charges, in e, on atoms 1 to 5:
1 C -1.264
2 C 0.265
3 O -0.322
4 C -0.204
5 H 0.368

---

No. 4
Computed, not measured: one molecule with the formula CH6N4OS at a distorted geometry, with wB97M-V/def2-TZVPD.

```
! RIJCOSX wB97M-V def2-TZVPD def2/J DEFGRID3
* xyz 0 1
N -0.855 0.818 2.044
N 0.174 0.375 1.225
C -0.142 -0.157 0.006
N -1.385 -0.340 -0.357
O -1.557 -1.218 -1.397
N 0.935 -0.652 -0.878
S 1.575 0.334 -2.102
H -1.368 0.031 2.392
H -1.551 1.251 1.485
H 0.980 0.931 1.341
H -0.620 -1.366 -1.870
H 1.564 -1.372 -0.414
H 2.252 1.366 -1.476
*
```

The energy above the lowest of the compared OMol25 structures with the same formula, charge and spin is 30.1 kcal per mole. The value obtained for the strongest force on any atom is 3.1 eV Å⁻¹. The lowest unoccupied orbital energy is 0.468 eV. Its total energy is -734.0282 hartree. The value obtained for the HOMO energy is -0.316 Ha. As for the SMILES: NN/C(=N/O)NS.

These are the Mulliken partial charges, in e, on atoms 1 to 5:
1 N -0.720
2 N -0.013
3 C 0.419
4 N -0.334
5 O -0.381

---

No. 5
Computed, not measured: one molecule with the formula C4H4OS, with wB97M-V/def2-TZVPD.

```
! RIJCOSX wB97M-V def2-TZVPD def2/J DEFGRID3
* xyz 0 1
C 1.002 -1.180 0.002
C -0.311 -1.318 -0.005
S -1.496 0.001 0.002
C -0.311 1.321 0.000
C 1.003 1.175 -0.003
O 1.724 0.000 -0.001
H 1.653 -2.029 0.015
H -0.748 -2.312 -0.001
H -0.743 2.324 -0.006
H 1.683 2.022 0.016
*
```

The energy above the lowest of the compared OMol25 structures with the same formula, charge and spin is 30.5 kcal per mole. The value obtained for the strongest force on any atom is 0.4 eV Å⁻¹. The lowest unoccupied orbital energy is 0.877 eV. Its total energy is -628.1865 hartree. The value obtained for the HOMO energy is -0.277 Ha. As for the SMILES: C1=CSC=CO1.

These are the Mulliken partial charges, in e, on atoms 1 to 5:
1 C -0.166
2 C -0.252
3 S -0.129
4 C -0.252
5 C -0.148

---

No. 6
Computed, not measured: a 8-piece molecular cluster, C8H32O8 overall at a distorted geometry, with wB97M-V/def2-TZVPD.

```
! RIJCOSX wB97M-V def2-TZVPD def2/J DEFGRID3
* xyz 0 1
C -13.673 19.015 42.526
O -12.613 18.794 41.558
H -13.430 19.627 43.395
H -14.545 19.379 41.983
H -13.965 18.080 43.005
H -13.016 18.310 40.834
C -9.909 23.886 34.907
O -10.684 22.703 34.782
H -10.097 24.567 34.077
H -9.995 24.408 35.861
H -8.851 23.686 34.739
H -10.271 22.044 34.219
C -13.734 22.153 32.276
O -13.913 21.879 33.624
H -14.072 23.153 32.003
H -12.672 22.019 32.073
H -14.235 21.515 31.549
H -13.124 22.096 34.127
C -16.274 21.125 35.753
O -16.343 22.362 35.076
H -15.240 20.836 35.939
H -16.808 21.073 36.702
H -16.652 20.293 35.159
H -15.576 22.326 34.500
C -13.979 24.297 35.928
O -13.037 23.413 36.429
H -14.400 23.939 34.989
H -14.761 24.360 36.685
H -13.560 25.301 35.856
H -12.236 23.526 35.912
C -12.636 20.538 38.105
O -11.639 21.047 37.230
H -13.567 20.505 37.539
H -12.446 19.525 38.461
H -12.569 21.231 38.944
H -12.039 21.838 36.860
C -9.116 19.358 38.239
O -9.277 20.691 38.751
H -9.873 19.082 37.505
H -8.103 19.344 37.836
H -9.021 18.614 39.029
H -10.112 21.009 38.400
C -13.620 15.854 39.849
O -13.917 17.194 39.630
H -14.467 15.302 40.257
H -13.398 15.301 38.936
H -12.793 15.591 40.509
H -14.468 17.253 38.846
*
```

The energy above the lowest of the compared OMol25 structures with the same formula, charge and spin is 93.7 kcal per mole. The value obtained for the strongest force on any atom is 2.4 eV Å⁻¹. The lowest unoccupied orbital energy is 0.302 eV. Its total energy is -925.7424 hartree. The value obtained for the HOMO energy is -0.341 Ha. As for the SMILES: CO.CO.CO.CO.CO.CO.CO.CO.

These are the Mulliken partial charges, in e, on atoms 1 to 5:
1 C -0.589
2 O -0.468
3 H 0.276
4 H 0.240
5 H 0.246